# 1
DFT (ωB97M-V/def2-TZVPD) results for an isolated molecule of C4H6N2O2.

Atoms and positions in Å:
O1 1.79922 -0.68991 -0.21219
H1 2.01553 1.00620 1.58807
C1 -0.47749 -0.75905 -0.92509
H2 0.56501 2.03621 2.15852
H3 0.42830 -2.16405 -1.72401
C2 1.00434 1.32818 1.49928
H4 -2.48565 -0.49618 -0.12325
N1 0.61742 -0.02389 -0.49879
H5 -2.11966 0.69945 -1.39108
N2 -0.52291 -1.85543 -1.54654
C3 0.21806 0.82403 0.55462
O2 -1.14025 1.03549 0.44146
C4 -1.66397 0.10491 -0.54395
H6 1.76206 -1.04595 0.72296

Summary:
**HOMO level**: -8.97 eV
**2S+1**: 1
**Net charge**: 0
**Max |F|**: 0.032 hartree/bohr
**Gap between HOMO and LUMO**: 0.3531 Ha
**Relative energy (zero: lowest compared OMol25 entry of this formula, charge and spin)**: 322.84 kJ/mol
**SMILES string**: [H]/N=C1/COC(=C)N1O

Results of the Mulliken charge analysis, in e, for atoms 1 through 4:
1. O -0.453
2. H 0.316
3. C 0.379
4. H 0.282

# 2
DFT (ωB97M-V/def2-TZVPD) results for the ion C4H6FN4O2 with charge +1.

Atoms and positions in Å:
O1 3.14109 -0.09893 -0.27145
N1 0.92847 -0.52491 -0.71771
H1 -1.33560 -1.32511 -1.34425
H2 -0.68213 2.06864 0.32607
C1 0.04135 1.33505 0.04993
N2 3.36062 -1.54907 0.29740
H3 -2.00943 0.31351 -1.51165
F1 -3.01119 0.57222 0.65782
H4 -1.67013 -0.75228 1.22808
N3 -0.19877 0.18953 -0.50271
C2 -1.50515 -0.38111 -0.86405
C3 -2.33789 -0.58943 0.39480
H5 -3.00881 -1.42509 0.28044
H6 1.90903 2.14076 0.61969
O2 3.12623 -1.59354 1.39576
N4 1.37225 1.38489 0.22263
C4 1.88008 0.23489 -0.26081

Summary:
**HOMO level**: -14.80 eV
**2S+1**: 1
**Net charge**: +1
**Max |F|**: 0.034 hartree/bohr
**Gap between HOMO and LUMO**: 0.3642 Ha
**Relative energy (zero: lowest compared OMol25 entry of this formula, charge and spin)**: 0.00 kJ/mol
**SMILES string**: O=NOc1nn(CCF)c[nH+]1

Results of the Mulliken charge analysis, in e, for atoms 1 through 4:
1. O -0.376
2. N -0.810
3. H 0.388
4. H 0.460

# 3
DFT (ωB97M-V/def2-TZVPD) results for a cluster of 7 separate species, C40H84N2O18S2Si in total.

Atoms and positions in Å:
H1 -0.04445 9.44194 0.26173
S1 5.41027 -0.88852 2.03734
C1 4.72065 1.94963 -1.01596
O1 -6.31210 3.11251 4.25572
H2 3.08152 -3.84643 -0.32182
H3 1.49700 -6.63784 -6.97530
H4 -2.90176 -7.76728 -9.37636
H5 0.42206 -6.30022 -3.74756
H6 5.61658 2.17843 -1.62945
C2 8.19577 5.64599 -2.59598
O2 -5.34728 1.45533 3.05652
C3 9.55339 2.09765 -5.24442
H7 -6.41683 -4.70485 1.37050
H8 -7.54787 1.46473 4.54099
C4 4.05538 -0.66796 3.28838
H9 -4.95280 5.30094 5.70006
H10 4.65534 -3.03786 3.59536
H11 4.55245 1.95221 1.19863
H12 -1.91835 -4.27484 -1.06767
C5 -1.12403 9.43153 0.39792
H13 9.62434 1.38982 -4.41835
C6 0.80048 -5.63244 -2.93858
H14 0.81775 -5.17402 -7.75545
H15 1.02008 -5.24282 -5.99920
C7 -6.88373 2.11901 5.10573
C8 3.41783 -5.92337 -3.11287
C9 -4.44223 -1.65814 -1.83366
H16 2.23907 -5.99728 -1.27134
H17 8.52464 6.66224 -2.38893
H18 1.50683 1.41139 3.31411
H19 0.11801 -5.72190 -0.79518
H20 -1.03726 -6.40184 -1.98437
S2 4.14630 0.66343 4.26140
H21 1.33952 -3.25123 1.78689
H22 -2.22127 -9.23048 -8.59647
H23 2.83791 -3.74721 -3.09580
H24 4.16182 1.13390 -1.53238
H25 4.27847 -3.36456 1.00544
Si1 -0.72108 0.65045 0.19409
H26 -3.38369 2.72041 1.79496
O3 9.73602 3.43416 -4.78027
H27 -0.58076 1.17010 -2.31657
H28 -2.92507 0.49873 0.72830
H29 -0.37666 -2.80681 -0.28793
O4 -5.35166 7.17210 6.41490
H30 2.02307 -4.50750 3.83384
H31 8.21367 5.07724 -1.66605
O5 -2.21200 -7.50801 -7.43230
H32 -3.94093 4.16045 0.94047
H33 -4.50260 -0.64929 -2.23912
O6 -6.93546 -3.28917 -0.06096
C10 -4.26379 3.25241 1.44688
H34 -6.20557 11.03021 7.82635
O7 7.90128 3.17656 -3.48682
H35 -4.88754 6.56439 1.46929
C11 -2.75735 8.10175 1.36423
C12 -5.15844 8.01077 7.43516
O8 -4.53204 7.77709 8.43199
C13 0.94084 -0.64573 2.64782
H36 2.01861 -7.39524 -2.34904
C14 -4.28730 6.67769 2.37267
H37 -4.82604 2.64312 0.74035
H38 6.23601 1.64825 0.64250
H39 -4.30684 5.73972 2.91845
H40 3.51676 -5.10406 3.08045
H41 4.35043 -4.15164 -2.25374
C15 -5.73857 -3.15400 -0.63438
H42 -3.79752 -8.59980 -8.09709
C16 4.84312 -0.10358 0.47044
C17 2.86697 -4.20463 3.15773
C18 -0.44611 -1.73425 -2.24948
H43 10.35161 1.88707 -5.95314
H44 3.51513 -2.99815 4.95906
C19 -0.30852 -5.57231 -1.81438
O9 -0.54382 -6.34473 -6.70545
H45 -7.07649 -5.36107 -0.16147
C20 3.75197 -4.38659 -3.16961
C21 -2.80401 -8.32205 -8.44305
O10 -1.45155 8.24761 1.12234
H46 -2.75764 0.98741 -0.78774
H47 1.23735 -2.22147 4.11680
O11 -5.09069 3.64180 2.54953
H48 -6.10106 9.80664 9.10075
C22 0.11258 0.75650 -1.54476
C23 -1.09691 -4.21074 -1.81645
H49 -1.55317 -4.00132 -2.81239
H50 1.79641 -0.65884 4.75742
C24 2.09874 -6.28101 -2.34611
C25 -5.56052 2.61828 3.26485
H51 -0.25872 0.99794 3.39732
H52 1.48789 -0.91261 1.70877
H53 -6.10373 1.53971 5.60031
C26 0.77363 -5.82718 -6.88365
H54 1.50339 -1.02801 -1.45060
H55 -4.27551 -2.35196 -2.65818
C27 5.16803 1.44370 0.42374
C28 1.76822 -1.27686 3.83353
O12 -2.92648 6.96491 2.04208
C29 8.81973 3.83273 -3.89581
C30 3.56508 -2.97386 3.84383
H56 4.25887 -6.43607 -2.59090
H57 4.36280 -4.09341 -4.05087
H58 -8.13914 -4.54681 0.99606
H59 7.18541 5.68223 -3.00381
H60 -1.59967 9.42711 -0.58301
N1 -2.42631 1.19240 0.16022
C31 -7.13888 -4.55333 0.56796
C32 0.65660 -0.62651 -2.06179
O13 -0.36738 -7.33981 -8.72657
H61 -1.41336 10.31961 0.96008
H62 1.38993 1.79370 0.93691
H63 -3.61453 -1.69941 -1.12354
H64 1.09078 -0.43271 -3.07610
O14 -4.86804 -3.98041 -0.65529
H65 -0.38030 -2.10366 -3.30470
H66 -3.64992 6.00377 6.66679
O15 -3.62493 8.86053 1.02966
H67 0.88635 -3.36608 -1.48680
N2 3.07625 -1.69311 3.30632
H68 5.45370 -0.57255 -0.34003
C33 -5.66049 10.15157 8.16514
C34 2.22190 -3.92242 1.76420
C35 0.38635 1.61985 1.40159
H69 -1.47144 -1.33378 -2.09382
H70 0.96647 -4.62929 -3.39163
H71 -0.06142 -1.13958 2.64917
H72 -0.76263 -0.80223 0.49259
H73 1.84498 -4.90774 1.38223
H74 8.59630 1.99490 -5.75611
C36 0.67508 0.89445 2.78643
H75 -0.11727 2.58423 1.64057
H76 3.75753 -0.27410 0.30238
H77 -4.70034 7.45790 3.01297
C37 3.21276 -3.37394 0.67307
H78 4.06686 2.83396 -0.85691
C38 -0.16264 -3.00554 -1.36486
C39 -0.97835 -7.08983 -7.72428
O16 -5.67794 -1.93728 -1.18103
H79 3.41710 -6.29369 -4.16847
H80 0.98830 1.45442 -1.51843
O17 -5.78454 9.15527 7.15202
C40 -4.73187 5.89798 6.58349
H81 -4.61521 10.42428 8.31139
H82 2.95776 -2.29198 0.52728
H83 -5.13546 5.38510 7.45697
O18 9.10318 5.08859 -3.54550
H84 -7.46733 2.63637 5.86465

Summary:
**HOMO level**: -8.09 eV
**2S+1**: 1
**Net charge**: 0
**Max |F|**: 0.039 hartree/bohr
**Gap between HOMO and LUMO**: 0.2898 Ha
**SMILES string**: CCCCCCCCCC[Si@H](N)CCCCN(CCCC)C(=S)SCCC.COC(=O)OC.COC(=O)OC.COC(=O)OC.COC(=O)OC.COC(=O)OC.COC(=O)OC

Results of the Mulliken charge analysis, in e, for atoms 1 through 4:
1. H 0.221
2. S -0.231
3. C -0.910
4. O -0.289

# 4
DFT (ωB97M-V/def2-TZVPD) results for a structure of composition C39H37N8O3RbS3.

Atoms and positions in Å:
C1 5.27771 0.69103 -2.78212
N1 0.58593 -1.12997 3.56801
C2 -4.98018 -1.13460 2.13120
C3 2.42894 -0.12045 4.73259
C4 0.08695 5.78610 0.92636
C5 2.08195 3.18485 -1.41999
H1 1.24556 0.77529 3.16416
C6 -3.15049 -4.70254 -1.32233
C7 1.41368 -0.09835 3.78919
C8 4.37301 -1.24437 -1.66142
C9 2.18253 -1.79597 -5.46955
H2 1.73693 -3.22981 5.88086
H3 1.69490 3.61908 -2.35305
O1 -0.44596 -4.09084 5.05560
H4 4.05411 2.42224 -2.73624
H5 -2.03835 4.35474 1.57194
N2 -0.63709 -3.51269 2.81047
C10 4.13616 1.38296 -2.41877
C11 0.23945 -3.48786 -2.76713
H6 -3.29188 1.89736 2.15592
H7 0.55515 -0.02549 -4.18866
O2 2.28276 -1.16675 -0.61873
C12 -2.64565 -0.67265 2.89926
H8 3.12630 3.47479 -1.28778
C13 -1.77304 -4.68341 1.03011
H9 4.44150 -2.27629 -1.34197
H10 3.08634 0.73040 4.85156
C14 -3.10666 -3.60142 -0.48395
S1 -2.38026 3.35660 -0.57622
H11 3.34705 -1.33225 6.25387
C15 0.99628 7.42495 -0.58366
C16 -1.08023 5.70429 0.17382
H12 1.80390 8.07957 -0.88258
N3 -2.43344 -3.57891 0.66812
S2 -0.41436 2.12929 1.42707
Rb1 -0.10918 -1.26183 0.62233
N4 2.98830 -0.78186 -5.18101
H13 -4.48221 1.31484 3.32357
H14 -3.69461 -4.65195 -2.25442
H15 3.73959 -0.57010 -5.81620
H16 6.26734 -1.22760 -2.63844
C17 0.72884 -2.21693 4.30407
H17 -1.22010 -6.69257 0.61357
H18 -5.79586 -0.83573 1.46403
C18 3.08680 0.82296 -1.69209
H19 -4.69435 -2.15979 1.90639
C19 1.11747 6.63846 0.54946
H20 1.50233 3.61132 -0.61866
C20 5.38464 -0.65232 -2.37972
C21 -1.76823 -5.83758 0.24934
H21 1.54176 -4.17819 -4.33936
C22 3.16804 -0.56204 -1.28185
C23 -0.19485 -3.40047 4.07348
C24 -3.77459 -0.19715 1.97816
C25 -1.19018 6.49334 -0.96692
H22 -2.45771 -6.72292 -1.57985
C26 1.02082 -3.33856 -3.89296
C27 2.56739 -1.26538 5.50337
H23 -3.60714 -2.68864 -0.75767
C28 -0.99642 -4.71870 2.34812
H24 0.19553 5.13638 1.78817
H25 -3.00514 -0.65931 3.92660
N5 -0.39152 -2.47737 -2.15547
C29 -3.34207 -0.27466 0.55217
C30 -0.16745 7.34998 -1.34458
C31 -0.32008 -1.30361 -2.72136
C32 -2.19803 4.74967 0.56477
C33 1.90791 1.68041 -1.41214
S3 2.31385 -2.68282 -6.87290
H26 -0.83814 -0.50251 -2.23770
C34 1.69621 -2.32037 5.29935
H27 -5.33467 -1.09122 3.16416
O3 -0.71977 -5.83107 2.78698
C35 -4.15262 1.26025 2.29091
N6 0.73994 1.17420 -1.22270
H28 2.02631 6.67083 1.13615
H29 6.06105 1.17719 -3.34860
H30 3.00874 -0.39378 -4.25436
H31 -3.16153 5.25635 0.52903
H32 -2.32466 -1.68933 2.65988
C36 1.18677 -2.07454 -4.40057
C37 -0.86462 2.43799 -0.20141
H33 -0.26993 7.94873 -2.24037
N7 -3.00391 -0.33408 -0.54874
H34 -2.08164 6.40932 -1.57849
N8 -0.31452 2.07613 -1.29081
H35 0.14638 -4.45993 -2.29201
H36 -4.95625 1.61134 1.64107
C38 0.47798 -1.04151 -3.82338
C39 -2.45971 -5.84358 -0.94543
H37 -1.78186 -0.00863 2.81904

Summary:
**HOMO level**: -2.12 eV
**2S+1**: 1
**Net charge**: -2
**Max |F|**: 0.028 hartree/bohr
**Gap between HOMO and LUMO**: 0.2180 Ha
**Relative energy (zero: lowest compared OMol25 entry of this formula, charge and spin)**: 22.83 kJ/mol

Results of the Mulliken charge analysis, in e, for atoms 1 through 4:
1. C -0.940
2. N 0.229
3. C -1.953
4. C -0.825

Q: The lowest max |F| belongs to which entry?
A: C39H37N8O3RbS3

Q: Which of these has the highest HOMO level?
A: C39H37N8O3RbS3

Q: Which of these has the highest max |F|?
A: C40H84N2O18S2Si